{"formula": "C53H83BN22O6P", "method": "the ωB97M-V functional and the def2-TZVPD basis", "elements": ["C", "C", "O", "P", "O", "C", "C", "N", "C", "C", "C", "C", "C", "N", "C", "C", "O", "O", "C", "B", "N", "O", "C", "O", "C", "C", "H", "H", "H", "H", "H", "H", "H", "H", "H", "H", "H", "H", "H", "H", "H", "H", "H", "H", "H", "H", "H", "H", "H", "H", "H", "H", "C", "C", "N", "H", "H", "H", "C", "C", "N", "H", "H", "H", "C", "C", "N", "H", "H", "H", "C", "C", "N", "H", "H", "H", "C", "C", "N", "H", "H", "H", "C", "C", "N", "H", "H", "H", "C", "C", "N", "H", "H", "H", "C", "C", "N", "H", "H", "H", "C", "C", "N", "H", "H", "H", "C", "C", "N", "H", "H", "H", "C", "C", "N", "H", "H", "H", "C", "C", "N", "H", "H", "H", "C", "C", "N", "H", "H", "H", "C", "C", "N", "H", "H", "H", "C", "C", "N", "H", "H", "H", "C", "C", "N", "H", "H", "H", "C", "C", "N", "H", "H", "H", "C", "C", "N", "H", "H", "H", "C", "C", "N", "H", "H", "H"], "xyz": [[-4.621482, 1.239436, -1.194656], [-3.895568, -0.162581, -1.610173], [-2.693481, -0.240281, -0.796991], [-2.120190, -1.823885, -0.600386], [-3.157763, -2.936171, -0.779844], [-0.691029, -2.185638, -1.819828], [0.728311, -1.676513, -1.264074], [1.293448, -0.508007, -2.011571], [2.710219, -0.600750, -2.362062], [3.446284, 0.525423, -3.126800], [4.998259, 0.443890, -3.579260], [4.954893, -0.132567, -5.104964], [4.648707, 0.780762, -6.386618], [5.143025, -1.426226, -5.302609], [2.679469, 1.857959, -3.557640], [3.402700, 3.069369, -4.342171], [4.356295, 3.769720, -3.855608], [3.033492, 3.410269, -5.684705], [1.155073, 1.892215, -3.155623], [0.322388, 3.213554, -3.610262], [-0.815848, 3.006086, -4.583895], [0.637455, 4.546977, -3.174278], [0.543929, 0.662708, -2.395376], [-1.579096, -1.931646, 1.036601], [-2.715752, -1.618548, 1.930102], [-2.373702, -0.496702, 3.027102], [-3.887206, 2.110060, -1.131567], [-5.479480, 1.390212, -1.930083], [-5.115109, 1.042044, -0.164580], [-4.670778, -0.973606, -1.412847], [-3.678603, -0.064996, -2.735235], [-0.638798, -3.340179, -1.869644], [-0.931607, -1.789743, -2.871986], [0.610583, -1.367397, -0.162421], [1.458107, -2.567455, -1.254862], [3.284186, -1.545031, -2.069667], [5.497603, 1.482979, -3.552236], [5.490261, -0.297364, -2.863801], [3.494101, 0.828376, -6.471795], [5.010318, 0.215675, -7.308108], [5.089247, 1.834270, -6.294261], [5.296789, -1.893677, -4.392967], [3.594069, 4.179021, -5.976344], [-0.789790, 1.999352, -4.833328], [-0.496867, 3.490554, -5.454946], [0.709813, 5.100200, -3.997103], [-0.581933, 0.734579, -2.155932], [-2.952355, -2.586950, 2.508179], [-3.647205, -1.272136, 1.356345], [-3.349852, 0.033713, 3.352230], [-1.884693, -0.893910, 3.983291], [-1.688737, 0.344705, 2.641743], [-2.106972, -5.463766, 4.645901], [-2.796632, -4.183633, 5.012625], [-3.340139, -3.173389, 5.301530], [-1.067019, -5.264182, 4.390807], [-2.139742, -6.157800, 5.486333], [-2.603500, -5.919776, 3.786968], [-3.503106, 6.088122, -4.184407], [-3.995634, 4.899557, -3.420579], [-4.399718, 3.954484, -2.835191], [-3.529591, 5.875127, -5.254626], [-4.137045, 6.951726, -3.977367], [-2.477654, 6.321190, -3.892737], [2.150265, -4.073858, 5.814602], [1.128036, -5.150940, 6.023086], [0.322885, -6.001251, 6.189207], [1.793371, -3.362557, 5.067768], [2.331610, -3.544075, 6.756441], [3.087776, -4.512702, 5.467729], [3.263734, 0.322885, 6.401579], [2.883153, -0.925061, 7.138540], [2.582434, -1.908360, 7.720530], [3.720645, 0.064637, 5.444680], [2.376509, 0.932261, 6.220140], [3.977712, 0.899526, 6.993127], [4.566901, 4.266613, 5.984405], [5.373944, 3.555754, 7.029765], [6.009219, 2.994818, 7.853475], [5.225673, 4.645562, 5.201475], [3.845328, 3.578472, 5.540925], [4.030868, 5.103406, 6.434987], [-6.130199, -5.317123, 5.480933], [-6.495741, -6.554522, 6.246126], [-6.783811, -7.530083, 6.849208], [-5.680278, -5.590945, 4.524697], [-7.022536, -4.717573, 5.295403], [-5.415729, -4.723412, 6.052982], [6.509164, -0.885224, 9.439589], [6.589787, -1.396554, 8.033755], [6.652882, -1.803036, 6.924500], [5.767908, -0.086483, 9.502699], [6.219456, -1.694364, 10.111649], [7.479940, -0.495012, 9.748887], [7.926650, -2.088567, 12.907652], [8.589372, -0.957725, 12.179214], [9.112977, -0.065778, 11.605786], [7.101512, -2.482408, 12.311299], [8.647895, -2.887103, 13.088235], [7.538249, -1.735801, 13.865105], [-9.161238, -4.052484, 2.769856], [-8.405699, -3.350541, 3.858500], [-7.809892, -2.800101, 4.719111], [-9.489708, -5.032377, 3.118740], [-10.035284, -3.464613, 2.485439], [-8.520107, -4.182541, 1.896644], [-6.958703, 2.817209, -5.620220], [-6.277671, 3.937665, -6.348360], [-5.740821, 4.821864, -6.925107], [-7.761848, 2.408970, -6.236026], [-6.240045, 2.025833, -5.400875], [-7.379591, 3.185616, -4.683376], [0.304210, 3.952666, -9.095355], [0.013878, 4.976425, -8.038420], [-0.215758, 5.784944, -7.205287], [0.058235, 4.354326, -10.078557], [1.362327, 3.686914, -9.073997], [-0.291869, 3.055858, -8.918370], [-0.344148, 7.584467, -11.285499], [-1.340762, 6.483184, -11.078965], [-2.126310, 5.614571, -10.915638], [-0.720861, 8.291378, -12.026461], [-0.173184, 8.110882, -10.345003], [0.601067, 7.168137, -11.638207], [-11.114411, -7.857405, 3.696332], [-10.971154, -7.298233, 2.311586], [-10.858129, -6.858133, 1.219817], [-11.444999, -7.074102, 4.380480], [-11.849206, -8.663968, 3.696356], [-10.155317, -8.248934, 4.039660], [9.336622, 1.292656, 15.904759], [8.327140, 0.207169, 16.131617], [7.531152, -0.648424, 16.310179], [8.965498, 1.993322, 15.155142], [9.518649, 1.830456, 16.836585], [10.274593, 0.859456, 15.553966], [5.028623, -5.419363, 7.823631], [5.780347, -4.724968, 8.917668], [6.372738, -4.171530, 9.775544], [4.695255, -6.400661, 8.165418], [4.158721, -4.826190, 7.539680], [5.673246, -5.546209, 6.952253], [-0.459030, 3.065414, -13.684919], [0.695266, 3.103947, -12.728458], [1.605547, 3.135002, -11.974549], [-0.427293, 3.937604, -14.339731], [-0.406700, 2.160894, -14.293079], [-1.399535, 3.069564, -13.131323], [-3.765891, 1.079768, -7.265005], [-2.961939, 0.433860, -6.172970], [-2.326596, -0.074511, -5.313235], [-3.101620, 1.439770, -8.051645], [-4.462465, 0.358024, -7.690990], [-4.329097, 1.923060, -6.862148], [6.147143, 2.857248, -0.816991], [5.811509, 1.611578, -0.048556], [5.543306, 0.627541, 0.549667], [6.606824, 2.596379, -1.771423], [5.238057, 3.430191, -1.007742], [6.843260, 3.466805, -0.238613], [-4.855831, -0.479646, -11.454843], [-5.170359, 0.575256, -10.436254], [-5.418723, 1.407430, -9.633950], [-5.071222, -0.103925, -12.456373], [-3.800440, -0.750428, -11.394896], [-5.462667, -1.367244, -11.269135]], "forces_ev_per_a": [[-0.13, -1.66, 0.71], [-2.27, 2.49, -0.77], [1.07, -2.96, -0.13], [-2.52, -2.38, 1.39], [2.16, 2.90, -0.16], [0.65, -0.10, 0.59], [-0.92, -0.82, 1.15], [2.46, 2.57, -2.30], [-0.28, 3.25, -1.54], [-2.06, 1.54, 0.14], [-1.64, -0.32, -0.42], [0.73, -2.27, -0.22], [-0.57, -0.71, 0.94], [-0.54, 3.37, 0.83], [-2.55, -3.35, 1.83], [3.55, 3.36, -0.10], [-4.25, -3.74, -1.23], [-0.13, -1.10, 2.69], [3.08, -2.79, 1.16], [-1.82, 1.30, -0.55], [3.37, -0.64, 0.23], [0.64, -2.16, -2.01], [2.04, 1.03, -1.06], [-0.89, 1.50, -3.02], [-0.78, 0.21, 1.89], [0.03, 0.71, 0.10], [-1.25, -1.26, -0.32], [1.35, 0.17, 0.89], [0.91, 0.57, -1.55], [1.57, 0.70, -0.21], [0.14, -0.58, 1.69], [-0.34, 1.96, 0.11], [0.20, -0.49, 1.65], [0.23, -0.32, -1.63], [-0.87, 1.77, -0.36], [-1.14, 1.59, -0.37], [-0.98, -1.69, 0.16], [-0.35, 1.06, -1.21], [1.86, 0.20, 0.12], [-0.30, 0.87, 1.38], [-0.63, -1.66, -0.21], [0.00, 0.20, -0.50], [-0.45, -0.87, 0.83], [-0.54, 0.70, 0.01], [-0.99, 0.00, 0.68], [-0.50, -0.29, 1.20], [2.00, -0.53, -0.16], [0.23, 1.49, -1.15], [1.50, -0.70, 0.66], [1.49, -1.06, -0.55], [-0.75, 0.25, -1.51], [-1.02, -1.37, 0.22], [-0.69, 0.77, 0.04], [-1.17, 2.27, 0.63], [1.84, -3.30, -1.02], [-0.21, -0.01, 0.09], [0.07, 0.17, -0.07], [-0.06, 0.13, 0.07], [-0.23, -0.67, 0.42], [-0.98, -2.22, 1.26], [1.34, 3.24, -2.05], [-0.07, -0.05, 0.11], [0.01, -0.14, 0.01], [-0.11, -0.09, 0.04], [-0.64, -0.94, 0.16], [-1.73, -1.97, 0.37], [2.92, 2.80, -0.42], [-0.04, -0.07, 0.10], [-0.21, -0.32, -0.38], [-0.15, -0.05, -0.05], [-0.22, -0.72, 0.45], [-0.63, -2.13, 1.38], [1.11, 3.71, -1.65], [0.00, -0.07, 0.14], [0.01, -0.14, 0.09], [-0.02, -0.14, 0.00], [0.52, -0.41, 0.66], [1.45, -1.27, 1.87], [-2.18, 1.79, -2.74], [-0.02, -0.07, 0.12], [0.09, 0.03, 0.08], [0.08, -0.11, 0.01], [-0.27, -0.94, 0.61], [-0.60, -2.26, 1.35], [0.91, 3.22, -2.03], [-0.03, -0.05, 0.10], [0.30, -0.23, 0.19], [-0.12, -0.05, -0.04], [0.04, -0.23, -0.86], [0.10, -0.97, -2.48], [-0.32, 1.37, 3.62], [0.09, -0.04, -0.11], [0.04, -0.03, -0.23], [-0.10, -0.02, -0.13], [0.34, 0.70, -0.41], [1.22, 1.97, -1.20], [-1.73, -2.92, 1.93], [0.14, 0.04, -0.03], [-0.03, 0.12, -0.08], [0.09, 0.04, -0.08], [0.50, 0.45, 0.70], [1.24, 1.45, 1.88], [-2.12, -1.67, -2.98], [0.07, 0.12, -0.03], [0.10, -0.04, 0.08], [-0.04, 0.01, 0.12], [0.35, 0.71, -0.47], [1.30, 2.16, -1.39], [-1.78, -3.10, 2.08], [0.11, 0.10, -0.01], [-0.04, 0.12, 0.00], [0.11, 0.02, -0.10], [-0.09, 0.66, 0.68], [-0.58, 1.79, 1.87], [0.85, -2.77, -2.60], [0.00, -0.03, 0.19], [-0.11, 0.07, 0.00], [0.00, 0.14, 0.02], [-0.62, -0.65, 0.15], [-1.82, -1.91, 0.35], [2.70, 2.79, -0.59], [-0.02, -0.12, 0.08], [-0.08, -0.11, -0.06], [-0.12, -0.03, 0.03], [0.11, 0.34, -0.85], [0.23, 0.96, -2.52], [-0.34, -1.41, 3.69], [0.02, -0.05, -0.11], [0.07, 0.10, -0.07], [-0.07, 0.05, -0.08], [-0.61, -0.65, 0.15], [-1.80, -1.93, 0.41], [2.66, 2.83, -0.66], [-0.01, -0.13, 0.06], [-0.07, -0.11, -0.06], [-0.14, -0.02, 0.03], [0.48, 0.38, 0.67], [1.31, 1.27, 1.87], [-1.95, -1.84, -2.71], [0.06, 0.12, 0.04], [0.15, 0.01, 0.15], [0.02, 0.08, 0.14], [0.69, 0.00, 0.58], [2.06, 0.07, 1.68], [-3.06, -0.08, -2.46], [0.05, -0.08, 0.11], [0.08, 0.09, 0.09], [0.14, 0.06, 0.02], [0.59, -0.53, 0.91], [1.49, -1.13, 2.03], [-2.00, 1.75, -2.81], [-0.07, -0.05, 0.11], [0.15, 0.07, 0.15], [0.12, -0.06, -0.05], [-0.24, -0.77, 0.57], [-0.61, -2.22, 1.28], [0.79, 3.22, -2.08], [-0.02, -0.02, 0.15], [0.07, -0.09, 0.02], [-0.07, -0.10, -0.04], [-0.20, 0.66, 0.61], [-0.63, 1.93, 1.75], [0.77, -2.81, -2.80], [-0.01, 0.02, 0.14], [-0.10, 0.07, 0.04], [0.03, 0.13, 0.03]], "gap_ha": 0.267, "total_energy_ev": -111323.5019, "molar_mass_g_mol": 1166.181, "homo_ev": -12.01, "total_charge": 1, "e_above_lowest_kj_mol": 633.4}